{
  "formula": "C15H19NO2",
  "method": "ωB97M-V/def2-TZVPD",
  "symbols": ["O", "O", "C", "C", "C", "C", "C", "C", "C", "C", "C", "N", "C", "C", "C", "C", "C", "C", "H", "H", "H", "H", "H", "H", "H", "H", "H", "H", "H", "H", "H", "H", "H", "H", "H", "H", "H"],
  "xyz": [[-1.735, 2.685, -2.062], [-1.325, 0.495, -1.543], [-1.052, 1.686, -2.100], [-0.378, -0.731, 3.115], [-0.214, 0.599, 2.611], [3.271, -0.766, -2.987], [2.052, -1.048, -3.544], [3.381, 0.243, -2.085], [1.006, -0.255, -3.221], [2.311, 1.161, -1.829], [1.174, 0.946, -2.588], [0.179, 1.847, -2.643], [0.316, -1.135, 4.388], [-2.356, 0.496, -0.578], [-1.372, -1.679, 2.426], [-0.819, 1.086, 1.286], [-1.656, -1.354, 1.045], [-1.950, 0.187, 0.898], [0.725, 1.125, 2.868], [4.174, -1.347, -3.124], [1.997, -1.943, -4.220], [4.343, 0.383, -1.558], [0.074, -0.547, -3.654], [2.439, 2.110, -1.289], [0.440, 2.855, -2.653], [0.872, -2.053, 4.240], [-0.409, -1.513, 5.095], [0.782, -0.301, 4.887], [-2.992, -0.195, -0.798], [-3.019, 1.383, -0.552], [-0.896, -2.677, 2.338], [-2.192, -1.759, 3.075], [0.031, 1.187, 0.604], [-1.269, 2.033, 1.506], [-0.777, -1.563, 0.429], [-2.416, -2.006, 0.655], [-2.737, 0.367, 1.564]],
  "molar_mass_g_mol": 245.32,
  "charge": 0,
  "smiles": "CC1=CC[C@@H](COC(=O)Nc2ccccc2)CC1",
  "energy_ev": -21446.511,
  "orbital_gap_ev": 9.353,
  "multiplicity": 1,
  "homo_energy_ev": -8.532,
  "e_above_lowest_kj_mol": 234.2
}